i | The following is a quantum chemistry calculation of a 2-piece molecular cluster, C3H11NO overall, from the OMol25 dataset.

Each atom is followed by the atoms it is bonded to, with distances in Å.
Geometry (Å):
1 C 1.1380 2.0334 0.6822  C2 1.601, H4 1.075, H5 1.134, H6 1.066
2 C 0.0981 0.8195 0.7662  C1 1.601, N3 1.451, H7 1.081, H8 1.133
3 N 0.6707 -0.4291 1.2345  C2 1.451, H9 0.992, H10 1.000
4 H 0.7452 3.0316 0.6147  C1 1.075
5 H 1.7292 2.0918 1.6483  C1 1.134
6 H 1.8514 1.8813 -0.0952  C1 1.066
7 H -0.6996 1.1160 1.4332  C2 1.081
8 H -0.3572 0.6636 -0.2593  C2 1.133
9 H 1.6543 -0.5445 1.2871  N3 0.992
10 H 0.2752 -1.3129 0.9854  N3 1.000
11 C -1.6296 -1.5686 -1.5107  O12 1.558, H13 1.120, H14 1.063, H15 1.062
12 O -0.0981 -1.3037 -1.4018  C11 1.558, H16 0.976
13 H -2.1363 -1.5059 -0.5139  C11 1.120
14 H -1.9791 -0.8279 -2.1877  C11 1.063
15 H -1.7867 -2.5178 -1.9594  C11 1.062
16 H 0.5244 -1.6267 -0.7235  O12 0.976

Structure (SMILES)   CCN.CO
Total charge   0
LUMO energy   0.0364 Eh
HOMO-LUMO gap   9.78 eV

Mulliken analysis output, partial charges in e: -1.246 0.198 -0.574 0.367 0.294 0.341 0.203 0.079 0.191 0.200 -0.521 -0.564 0.247 0.241 0.295 0.249

ii | The following is a quantum chemistry calculation of a 2-piece molecular cluster, C3H11NO overall, from the OMol25 dataset.

Each atom is followed by the atoms it is bonded to, with distances in Å.
Geometry (Å):
1 C -1.1992 0.9095 -1.0723  C2 1.519, H5 1.095, H6 1.090, H7 1.092
2 C -1.2754 -0.0625 0.0926  C1 1.519, O3 1.421, H8 1.096, H9 1.081
3 O -0.0707 -0.1626 0.8394  C2 1.421, C4 1.414
4 C 0.3988 1.0546 1.3845  O3 1.414, H10 1.097, H11 1.088, H12 1.089
5 H -1.8375 0.5806 -1.8987  C1 1.095
6 H -0.1872 0.9712 -1.4733  C1 1.090
7 H -1.5217 1.9162 -0.7978  C1 1.092
8 H -2.0884 0.2085 0.7751  C2 1.096
9 H -1.4524 -1.0713 -0.2528  C2 1.081
10 H 1.2422 1.4284 0.7901  C4 1.097
11 H -0.3771 1.8178 1.3745  C4 1.088
12 H 0.7519 0.8429 2.3926  C4 1.089
13 N 1.8607 -1.7427 -1.1109  H14 1.012, H15 1.015, H16 1.014
14 H 2.4636 -2.4535 -0.7153  N13 1.012
15 H 2.4079 -0.8888 -1.0762  N13 1.015
16 H 1.0917 -1.5887 -0.4685  N13 1.014

Structure (SMILES)   CCOC.N
Total charge   0
LUMO energy   0.0370 Eh
HOMO-LUMO gap   10.73 eV

Mulliken analysis output, partial charges in e: -0.964 -0.361 -0.418 -0.719 0.334 0.279 0.318 0.345 0.354 0.244 0.323 0.252 -0.730 0.216 0.231 0.298

Stability ranking, top and bottom: ii is the most stable and i is the least stable.

i | The following is a quantum chemistry calculation of one molecule with the formula C3H4NP, from the OMol25 dataset.

Each atom is followed by the atoms it is bonded to, with distances in Å.
Geometry (Å):
1 C 0.6019 -0.4125 0.9070  N2 1.346, C5 1.368, H6 1.180
2 N 0.6394 0.9325 0.9184  C1 1.346, C3 1.251
3 C 0.0511 1.4759 -0.0430  N2 1.251, P4 1.840, H7 1.045
4 P -0.1290 0.5200 -1.6051  C3 1.840, C5 2.146, H8 1.482
5 C 0.3225 -1.0828 -0.2518  C1 1.368, P4 2.146, H9 1.099
6 H 0.9832 -0.7973 1.9552  C1 1.180
7 H -0.0767 2.5114 -0.1008  C3 1.045
8 H -1.5265 0.0257 -1.6042  P4 1.482
9 H 0.3517 -2.1525 -0.5020  C5 1.099

Structure (SMILES)   C1=NC=[PH]=C1
Total charge   0
LUMO energy   0.0081 Eh
HOMO-LUMO gap   9.56 eV

Mulliken analysis output, partial charges in e: -0.071 -0.434 -0.087 -0.057 -0.520 0.306 0.413 0.085 0.365

ii | The following is a quantum chemistry calculation of one molecule with the formula C3H4NP, from the OMol25 dataset.

Each atom is followed by the atoms it is bonded to, with distances in Å.
Geometry (Å):
1 C -0.1763 -0.8406 1.6481  P2 1.684, H6 1.175
2 P -0.8455 -1.5846 0.2942  C1 1.684, N3 1.742, H7 1.398
3 N 0.0787 -0.9308 -1.0293  P2 1.742, C4 1.207
4 C 0.1702 0.2721 -0.9957  N3 1.207, C5 1.304
5 C 0.2657 1.5205 -0.6305  C4 1.304, H8 1.104, H9 1.061
6 H 0.2597 0.2396 1.4915  C1 1.175
7 H -0.5912 -2.9536 0.1662  P2 1.398
8 H 0.9492 1.8838 0.1560  C5 1.104
9 H -0.1105 2.3937 -1.1005  C5 1.061

Structure (SMILES)   C#[PH]N=C=C
Total charge   0
LUMO energy   -0.0359 Eh
HOMO-LUMO gap   7.83 eV

Mulliken analysis output, partial charges in e: -0.321 0.171 -0.411 0.677 -0.926 0.183 0.106 0.286 0.234

iii | The following is a quantum chemistry calculation of a 2-piece molecular cluster, C3H4NP overall, from the OMol25 dataset.

Each atom is followed by the atoms it is bonded to, with distances in Å.
Geometry (Å):
1 C 1.5652 0.8764 -0.0218  C2 1.364, N4 1.157
2 C 0.8460 -0.2816 0.0116  C1 1.364, P5 1.659
3 C -1.2281 0.4346 -0.0637  H6 0.997, H7 1.061, H8 1.001
4 N 2.1607 1.8676 0.0146  C1 1.157
5 P 1.1914 -1.9037 -0.0374  C2 1.659, H9 1.500
6 H -0.9237 1.3099 0.3036  C3 0.997
7 H -1.6606 0.1602 -0.9933  C3 1.061
8 H -1.7261 -0.1118 0.6119  C3 1.001
9 H -0.2247 -2.3514 0.1744  P5 1.500

Total charge   0
LUMO energy   -0.0350 Eh
HOMO-LUMO gap   8.54 eV

Mulliken analysis output, partial charges in e: 0.358 -0.001 -1.032 -0.390 -0.096 0.436 0.330 0.374 0.021

Stability ranking, top and bottom: i is the most stable and ii is the least stable.